Entry 1:
{"formula": "C5H12N2O", "method": "ωB97M-V with the def2-TZVPD basis set", "homo_energy_ev": [-13.677, -13.649], "gap_ev": [9.60, 6.06], "fmax_ev_per_a": 2.44, "mol_weight_g_mol": 116.16, "multiplicity": 2, "s2": 0.769, "total_energy_ev": -10397.5205, "de_lowest_kcal_mol": 41.1, "total_charge": 1, "lumo_ev": [-4.08, -7.59], "symbols": ["C", "C", "C", "C", "C", "N", "N", "H", "H", "H", "H", "H", "H", "H", "H", "H", "H", "H", "H", "O"], "xyz": [[-0.05616, 0.79703, -1.46078], [0.93530, -0.38735, -1.41201], [0.83858, -1.12610, -0.12192], [0.21441, -2.33269, 0.13058], [0.74013, 0.17934, 1.87213], [1.36158, -0.45444, 0.96043], [-1.41651, 0.27893, -1.64135], [0.24831, 1.36513, -2.34590], [0.04216, 1.43329, -0.58500], [0.56476, -0.97445, -2.25927], [1.99706, -0.15052, -1.52776], [-0.22725, -2.91797, -0.66723], [0.12710, -2.74574, 1.13209], [-0.33895, 0.19507, 1.94304], [1.37195, 0.65178, 2.62071], [-1.49631, 0.00343, -2.61798], [-2.14138, 0.97450, -1.49841], [-1.79926, 1.47716, 1.10171], [-1.95591, 2.95422, 1.85447], [-1.55366, 2.07168, 1.79556]], "forces_ev_per_angstrom": [[0.42, 0.34, -0.53], [-0.60, -0.50, -0.27], [0.53, 1.04, 1.31], [-0.06, -0.82, -0.12], [1.73, -0.54, 0.00], [-2.25, -0.31, -0.91], [0.27, -0.24, 0.14], [0.13, 0.30, 0.29], [-0.19, 0.12, 0.06], [0.66, -0.51, 0.27], [-0.28, 0.41, -0.31], [-0.04, 0.24, -0.07], [0.21, 0.19, -0.09], [-0.04, 0.25, -0.05], [-0.36, 0.05, 0.16], [-0.24, -0.13, 0.22], [0.25, 0.10, 0.05], [-1.08, 0.50, -0.80], [-0.23, -0.88, -0.77], [1.18, 0.38, 1.43]], "mulliken_charge": [-0.5080, -0.6115, 0.7074, -0.7614, -0.2393, -0.1492, -0.5850, 0.3055, 0.4381, 0.3567, 0.3496, 0.3206, 0.3159, 0.2882, 0.3292, 0.2413, 0.2284, 0.3025, 0.3140, -0.6431]}


Entry 2:
{"formula": "C25H50BrCl3FN4O4", "method": "ωB97M-V with the def2-TZVPD basis set", "homo_energy_ev": -11.330, "gap_ev": 9.05, "fmax_ev_per_a": 2.72, "mol_weight_g_mol": 675.96, "multiplicity": 1, "total_energy_ev": -151200.1484, "total_charge": 1, "lumo_ev": -2.28, "symbols": ["C", "C", "C", "Cl", "C", "C", "O", "N", "O", "C", "C", "C", "C", "C", "C", "N", "N", "C", "C", "C", "C", "O", "C", "C", "Br", "C", "C", "C", "C", "O", "C", "N", "C", "C", "F", "H", "H", "H", "H", "H", "H", "H", "H", "H", "H", "H", "H", "H", "H", "H", "H", "H", "H", "H", "H", "H", "H", "H", "H", "H", "H", "H", "H", "H", "H", "H", "H", "H", "H", "H", "H", "H", "H", "H", "H", "H", "H", "H", "H", "H", "H", "H", "H", "C", "Cl", "Cl", "H", "H"], "xyz": [[3.84551, 0.80720, 3.27318], [2.79069, 0.76098, 2.08469], [1.39313, 1.40595, 2.38833], [1.14092, 1.00101, 4.18938], [0.10363, 1.05117, 1.56043], [-0.94387, 2.07274, 2.23924], [-1.21783, 3.17892, 1.30808], [-0.91550, 4.35592, 1.88461], [-1.03490, 5.21941, 1.08005], [-0.15606, -0.50310, 1.75491], [-1.35933, -1.02016, 2.59279], [-2.44353, -1.97084, 1.93919], [-3.88755, -1.56818, 2.46726], [-4.99014, -2.54905, 1.91170], [-5.39364, -2.15550, 0.42818], [-6.27196, -3.21288, -0.12018], [0.14979, -1.20324, 0.43290], [0.35673, -2.68014, 0.57168], [1.34416, -3.21414, -0.56225], [2.85005, -2.85168, -0.28741], [3.53479, -2.56262, -1.69119], [4.73301, -3.34846, -1.85009], [-0.62308, -0.76355, -0.74772], [-0.96931, 0.80249, -0.67955], [-2.86281, 0.73543, 0.03930], [-1.27372, 1.43684, -2.08975], [-1.70129, 0.39527, -3.19682], [-0.57863, -0.19295, -4.13085], [0.89745, 0.26110, -3.92569], [1.61005, -0.04165, -5.14804], [2.05772, -1.40005, -5.17394], [0.03907, 1.43105, 0.13482], [1.30101, 1.71728, -0.53695], [1.87818, 3.17811, -0.26744], [2.50610, 3.64796, -1.42059], [4.84725, 0.73202, 2.76395], [3.78500, -0.06889, 3.95055], [3.85869, 1.79047, 3.79800], [3.28051, 1.36010, 1.26928], [2.75044, -0.30419, 1.73384], [1.50594, 2.52355, 2.38992], [-0.57067, 2.62107, 3.13051], [-1.94445, 1.67088, 2.48139], [0.73436, -0.89619, 2.32903], [-1.94868, -0.24624, 3.15055], [-0.97637, -1.64851, 3.44740], [-2.30829, -3.03411, 2.27696], [-2.46695, -1.98885, 0.82820], [-3.85402, -1.64972, 3.58978], [-4.11837, -0.49258, 2.24868], [-5.85898, -2.52293, 2.60604], [-4.53866, -3.56820, 1.87879], [-5.86806, -1.13999, 0.40498], [-4.44014, -2.06758, -0.15504], [-7.21965, -2.87998, -0.25170], [-5.88890, -3.61131, -0.96944], [1.11401, -0.87649, 0.24560], [-0.58522, -3.26519, 0.43425], [0.84776, -2.93533, 1.54486], [0.94931, -2.85070, -1.53986], [1.24224, -4.32957, -0.53534], [3.44013, -3.67798, 0.17079], [2.96072, -1.92525, 0.33802], [2.84084, -2.88022, -2.51729], [3.75699, -1.47661, -1.85036], [4.70610, -3.66387, -2.75977], [-1.51487, -1.37534, -1.00546], [0.06188, -0.85678, -1.63774], [-2.14543, 2.13871, -2.01480], [-0.48865, 2.09486, -2.52280], [-2.43331, 0.92827, -3.86019], [-2.29420, -0.46617, -2.78451], [-0.62120, -1.31698, -4.06686], [-0.84531, 0.03379, -5.19641], [1.45600, -0.25764, -3.09892], [1.05271, 1.35848, -3.78068], [1.62254, -1.90897, -6.07817], [1.79334, -1.99576, -4.26987], [3.16504, -1.37121, -5.36731], [2.09762, 0.92444, -0.38406], [1.27154, 1.70275, -1.65934], [2.54899, 3.22790, 0.61601], [0.96668, 3.81754, -0.13422], [1.54117, 6.92628, 2.13597], [2.75734, 5.80103, 2.75476], [2.11961, 7.77346, 0.69875], [0.64831, 6.36429, 1.88060], [1.31093, 7.65591, 2.90711]], "forces_ev_per_angstrom": [[0.68, -0.01, -1.25], [0.88, 0.47, -0.10], [1.61, 0.35, 0.24], [-0.80, 0.11, -1.08], [-1.41, 0.68, 1.06], [-1.10, 0.73, 0.23], [0.01, -1.65, 0.41], [0.12, 1.21, -0.86], [0.00, -0.14, 0.77], [0.96, -0.35, 1.61], [-1.07, -1.36, 0.69], [-1.09, 0.10, 0.40], [0.32, -0.62, 0.24], [0.73, 1.19, -0.43], [0.27, -0.40, 0.97], [0.54, 0.63, 0.12], [0.30, 0.24, 0.49], [0.66, -2.18, -1.09], [-0.41, -0.05, 1.41], [0.18, 0.69, -1.63], [-0.12, -0.50, -0.30], [-0.77, 0.54, 0.14], [-0.18, 0.88, -2.57], [-0.38, -1.54, -0.35], [0.40, 0.39, 0.43], [-0.45, 0.25, -0.90], [-0.36, 0.01, -0.29], [-0.15, -0.37, 0.07], [0.46, 0.10, -1.01], [-0.24, -0.51, 1.38], [0.54, -0.19, -1.57], [1.02, -0.12, -0.39], [1.91, 0.49, -1.33], [-1.59, -0.41, -0.03], [0.09, -0.54, 0.69], [-0.85, 0.02, 0.53], [-0.23, 0.85, -0.24], [-0.26, -0.90, -0.21], [-0.63, -0.67, 0.59], [-0.26, 0.83, 0.26], [-0.04, -1.01, 0.01], [0.00, -0.96, -0.42], [0.78, -0.12, -0.18], [-0.88, 0.75, -0.42], [0.91, -0.17, -0.96], [0.10, 0.79, -0.88], [0.16, 0.94, -0.35], [0.15, 0.19, 0.74], [-0.03, 0.07, -0.95], [0.18, -0.91, 0.02], [0.44, -0.23, -0.69], [-0.62, 0.57, 0.12], [0.30, -0.81, 0.09], [-0.81, -0.13, 0.27], [0.22, -0.18, -0.22], [-0.40, 0.17, 0.06], [-0.42, 0.07, 0.05], [0.53, 0.99, 0.49], [-0.76, 0.61, -0.59], [0.57, -0.31, 0.57], [-0.01, 0.96, -0.22], [-0.70, 0.59, -0.13], [-0.13, -0.84, -0.31], [0.40, 0.42, 0.85], [-0.13, -0.71, 0.28], [0.35, -0.06, 0.14], [0.75, 0.24, 0.79], [-0.52, -0.06, 0.92], [0.93, -0.68, 0.42], [-0.14, -0.67, 0.63], [0.69, -0.41, 0.66], [0.47, 0.97, -0.10], [0.20, 0.95, -0.05], [0.42, -0.06, 0.96], [-0.68, 0.36, -0.33], [-0.46, -0.79, -0.15], [0.20, 0.35, 0.91], [0.23, 0.55, -0.51], [-0.89, -0.24, 0.54], [-0.70, 0.71, 0.31], [-0.74, 0.02, 1.10], [-0.21, 0.21, -0.78], [0.88, -0.40, 0.17], [-0.27, 0.17, -0.04], [0.04, -0.21, 0.11], [-0.08, -0.03, 0.03], [0.20, 0.13, -0.03], [0.18, -0.04, -0.04]], "mulliken_charge": [-1.4801, 0.1664, -1.1599, -0.0920, 1.8581, -1.7298, 0.0294, -0.0629, -0.4142, -0.6684, -1.9618, 0.1127, -0.6248, -0.8473, 0.1779, -0.6157, 1.4754, -0.4187, -0.8213, 0.3273, -0.2602, -0.5761, -1.4401, -0.3457, 0.0906, -0.6912, -0.5064, -0.6368, 0.1966, -0.4788, -0.4734, 0.7524, 0.3310, -0.0575, -0.4085, 0.4406, 0.3372, 0.3674, 0.2773, -0.2599, 1.0108, 0.5334, 0.3708, 1.0277, 0.4477, 0.4158, 0.4476, -0.3184, 0.4210, 0.2464, 0.3586, 0.2623, 0.2729, -0.2331, 0.2430, 0.2144, -0.2675, 0.3337, 0.3370, 0.2430, 0.4728, 0.4920, -0.5196, 0.0811, 0.2416, 0.3642, 0.5430, -0.0737, 0.6408, 0.6045, 0.5859, 0.1561, 0.1185, 0.4674, 0.1001, 0.1854, 0.2704, 0.1003, 0.2495, -0.1176, -0.4469, 0.2083, -0.0571, 0.2408, -0.1559, -0.1517, -0.2226, 0.3465]}